No. 1
15
Properties=species:S:1:pos:R:3:forces:R:3:mulliken_charge:R:1 method="wB97M-V/def2-TZVPD" e_lumo_ev=-0.58 energy_ev=-7827.2178
C -0.288592 1.438167 -0.077601 -2.1 0.2 -0.2 -0.534
C -1.330948 0.547319 -0.267225 0.8 1.3 0.1 -0.679
C -0.662683 -2.016395 0.102444 1.3 0.2 0.2 -0.930
C 1.526121 0.687034 0.074782 1.9 -1.9 -0.3 0.414
O 2.229743 1.825754 0.125359 -0.8 0.8 0.1 -0.447
N 1.728069 -0.485370 0.024941 -0.1 1.3 0.3 -0.624
H 3.151053 1.618934 0.330545 -0.1 -0.3 -0.1 0.381
H 0.220861 -1.244391 0.045645 -1.7 -0.7 -0.2 0.258
H -0.063891 2.083979 -0.921093 0.5 -0.4 -0.2 0.329
H -0.298027 1.998281 0.852397 0.3 -0.3 0.2 0.327
H -1.976928 0.260014 0.546148 0.1 -0.2 0.1 0.311
H -1.636145 0.264211 -1.262984 0.1 -0.2 0.0 0.319
H -1.421100 -2.049348 -0.670806 0.0 0.2 -0.1 0.267
H -1.124305 -2.011901 1.085174 -0.1 0.0 0.1 0.274
H -0.053228 -2.916287 0.012275 -0.1 -0.2 0.0 0.333



No. 2
15
Properties=species:S:1:pos:R:3:forces:R:3:mulliken_charge:R:1 method="wB97M-V/def2-TZVPD" e_lumo_ev=0.49 energy_ev=-7826.5624
C 0.617038 -0.920039 -0.426100 0.0 -0.2 0.6 0.070
C 0.109192 1.484122 -0.417516 0.1 -0.4 0.2 -1.259
N 1.737282 -1.558721 -0.777411 -0.3 0.3 0.1 -0.356
C -0.572090 0.270515 1.016109 -0.2 0.0 -0.1 0.038
C -1.902320 -0.081593 1.007935 0.2 0.0 -0.1 -0.922
O 0.329453 -0.863710 0.846596 0.2 0.0 -0.6 -0.359
H -0.147050 -0.767629 -1.176199 0.0 0.1 0.0 0.380
H 2.466896 -1.698013 -0.096272 -0.1 0.0 0.0 0.235
H 1.936389 -1.754599 -1.742731 0.0 0.0 0.0 0.233
H -0.157318 0.878848 1.809649 0.0 0.0 -0.1 0.373
H 1.177617 1.638784 -0.611121 0.0 0.0 0.0 0.336
H -0.437710 1.357578 -1.354770 0.0 0.0 0.0 0.319
H -0.276953 2.375872 0.074167 0.0 0.0 0.0 0.393
H -2.652067 0.619437 1.344879 0.0 0.0 0.0 0.275
H -2.228360 -0.980852 0.502786 0.0 0.0 0.0 0.244



No. 3
15
Properties=species:S:1:pos:R:3:forces:R:3:mulliken_charge:R:1 method="wB97M-V/def2-TZVPD" e_lumo_ev=0.88 energy_ev=-7828.2190
C 0.033561 -1.121125 -1.444790 0.0 0.0 0.0 -1.082
C 1.039064 -0.345837 -0.598492 0.0 0.0 0.0 -0.352
C 0.655264 -0.272975 0.879879 0.2 -0.1 0.0 -0.662
N -0.645291 0.364695 1.115470 0.0 0.2 -0.1 -0.226
C -0.843178 1.623213 0.853869 0.3 0.1 -0.1 0.216
O -0.475154 2.678470 0.481372 -0.3 -0.6 0.2 -0.431
H 0.342124 -1.148418 -2.494780 0.0 0.0 0.2 0.325
H -0.061695 -2.156521 -1.095862 0.0 0.2 0.0 0.304
H -0.958166 -0.659776 -1.397026 0.1 -0.1 0.0 0.299
H 1.149946 0.675575 -0.984149 0.0 -0.1 0.0 0.292
H 2.028158 -0.816129 -0.671268 -0.1 0.1 0.0 0.316
H 1.436419 0.245157 1.449588 -0.1 0.0 -0.1 0.311
H 0.569893 -1.281563 1.295694 0.0 0.1 -0.1 0.376
H -1.975106 0.649082 1.360811 0.0 0.2 0.0 0.291
H -2.295840 1.566152 1.249684 -0.1 0.0 0.0 0.022



Calculated values (hartree) of gap between HOMO and LUMO for the records, taken in order: 0.3042, 0.2378, 0.4054.
Calculated values (kJ/mol) of relative energy (zero: lowest compared OMol25 entry of this formula, charge and spin) for the records, taken in order: 492.3, 555.5, 395.7.
Calculated values (hartree/bohr) of largest force on an atom for the records, taken in order: 0.053, 0.012, 0.013.